DFT (ωB97M-V/def2-TZVPD) results for a 3-piece molecular cluster, C6H18O3S3 overall.

Values from the calculation:
* max |F|: 11.2 eV/A
* ΔE to the lowest compared entry with this formula, charge and spin: 79.4 kcal/mol
* Kohn-Sham gap: 8.63 eV
* electronic energy: -45155.72206 eV

Each line ends with the Mulliken charge.
Positions of all 30 atoms, in Å:
C1 -0.727 -5.028 3.917  -0.8341
S1 -1.937 -4.033 2.898  0.4479
O1 -1.733 -2.532 3.323  -0.6088
C2 -1.150 -4.165 1.230  -0.8924
H1 0.314 -4.673 3.570  0.3265
H2 -1.264 -6.113 3.868  0.3065
H3 -1.089 -4.769 4.934  0.2953
H4 -1.290 -5.126 0.994  0.4380
H5 -0.018 -4.119 1.295  0.2666
H6 -1.576 -3.360 0.726  0.2617
C3 1.577 1.809 -3.599  -0.8551
S2 2.986 2.433 -2.575  0.5311
O2 4.088 2.298 -3.584  -0.6539
C4 2.592 4.167 -2.362  -0.9274
H7 0.599 1.771 -2.934  0.1795
H8 1.610 0.830 -4.097  0.3353
H9 1.423 2.492 -4.297  0.3818
H10 3.296 4.864 -1.854  0.3355
H11 1.588 4.194 -1.898  0.2825
H12 2.661 4.554 -3.312  0.3841
C5 -0.661 0.216 0.302  -1.0411
S3 -0.414 1.794 1.051  0.3796
O3 0.632 2.499 0.104  -0.5610
C6 -1.980 2.429 0.599  -0.9768
H13 0.072 -0.270 0.078  0.6168
H14 -1.127 0.352 -0.742  0.2788
H15 -1.356 -0.403 0.942  0.2584
H16 -2.120 2.416 -0.495  0.2872
H17 -2.219 3.474 0.684  0.3864
H18 -2.778 1.997 1.235  0.3711

---

DFT (ωB97M-V/def2-TZVPD) results for a 2-piece molecular cluster, C4H12 overall.

Values from the calculation:
* max |F|: 2.2 eV/A
* ΔE to the lowest compared entry with this formula, charge and spin: 13.6 kcal/mol
* Kohn-Sham gap: 12.67 eV
* electronic energy: -4341.94025 eV

Each line ends with the Mulliken charge.
Positions of all 16 atoms, in Å:
C1 0.597 -0.880 2.238  -0.8969
C2 1.578 0.139 1.664  -0.7956
H1 1.186 -1.377 3.015  0.3077
H2 -0.352 -0.648 2.697  0.3144
H3 0.356 -1.607 1.459  0.2646
H4 1.317 0.755 0.797  0.2732
H5 2.412 -0.390 1.189  0.2518
H6 1.903 0.831 2.441  0.2842
C3 -1.502 0.476 -1.281  -0.4886
C4 -0.671 0.314 -2.590  -0.8084
H7 -0.898 0.101 -0.446  -0.0857
H8 -1.693 1.530 -1.163  0.2670
H9 -2.305 -0.255 -1.258  0.3242
H10 0.399 0.214 -2.438  0.2772
H11 -0.864 1.168 -3.244  0.2576
H12 -1.071 -0.519 -3.164  0.2534

---

DFT (ωB97M-V/def2-TZVPD) results for a 2-piece molecular cluster, CH5N3OP overall.

Values from the calculation:
* max |F|: 2.4 eV/A
* ΔE to the lowest compared entry with this formula, charge and spin: 43.7 kcal/mol
* Kohn-Sham gap: 6.38 eV
* electronic energy: -16917.06348 eV
* total charge: +1

Each line ends with the Mulliken charge.
Positions of all 11 atoms, in Å:
C1 0.579 0.023 -0.111  0.6536
N1 1.552 -0.813 0.303  -0.3750
N2 0.742 1.339 0.142  -0.4070
N3 -0.508 -0.371 -0.699  -0.6690
O1 -4.109 -0.691 0.213  -0.1502
P1 -3.337 0.479 0.082  0.9403
H1 2.417 -0.463 0.677  0.1907
H2 1.486 -1.803 0.144  0.1953
H3 1.645 1.690 0.412  0.2047
H4 0.128 1.979 -0.331  0.2365
H5 -0.594 -1.370 -0.830  0.1801

---

DFT (ωB97M-V/def2-TZVPD) results for a 3-piece molecular cluster, C3H11NO3 overall.

Values from the calculation:
* max |F|: 4.8 eV/A
* ΔE to the lowest compared entry with this formula, charge and spin: 75.8 kcal/mol
* Kohn-Sham gap: 9.41 eV
* electronic energy: -10919.71972 eV

Each line ends with the Mulliken charge.
Positions of all 18 atoms, in Å:
C1 1.649 0.499 -1.683  -1.0262
C2 0.224 0.075 -1.334  0.2876
N1 -0.076 -1.135 -0.392  -0.5627
C3 -0.648 1.309 -1.180  -0.2063
O1 -1.017 1.772 -2.273  -0.4862
H1 1.594 1.641 -1.628  0.2727
H2 1.665 0.123 -2.690  0.2914
H3 2.458 0.186 -1.005  0.3470
H4 -0.208 -0.440 -2.235  0.2387
H5 0.624 -1.885 -0.627  0.1953
H6 -1.067 -1.355 -0.370  0.2712
H7 -0.685 1.889 -0.288  0.4198
O2 -1.349 0.032 1.936  -0.6401
H8 -0.781 0.543 2.655  0.3138
H9 -0.726 -0.734 1.857  0.3056
O3 0.900 -1.648 3.471  -0.6318
H10 0.418 -2.517 3.268  0.3159
H11 1.627 -2.053 3.916  0.2944